Entry 1:
36
Properties=species:S:1:pos:R:3:lowdin_charge:R:1 method="wB97M-V/def2-TZVPD" energy_ha=-917.2722 lumo_ev=-0.3553 gap_ha=0.3579 de_lowest_kcal_mol=33.4 e_homo_ev=-10.1 smiles=O.O.O.O.O.O.O.O.O.O.O.O
O 1.1232 2.6419 -1.3059 -0.052
H 1.6778 1.8956 -1.0783 -0.031
H 1.2051 2.7207 -2.2563 0.033
O -0.3847 0.2648 3.7435 -0.049
H -0.4446 -0.5406 3.2297 -0.021
H -1.0459 0.1625 4.4280 0.037
O 0.2733 -2.3398 2.6202 -0.036
H -0.5754 -2.5987 2.2613 0.015
H 0.3629 -2.8566 3.4209 0.079
O 2.5272 0.3236 -1.3984 -0.035
H 2.4085 -0.4002 -0.7834 0.013
H 3.4044 0.1916 -1.7580 0.086
O -2.0610 2.5551 -2.6556 -0.048
H -1.3336 1.9710 -2.4410 -0.017
H -2.1787 3.0901 -1.8706 0.028
O 2.0475 -1.2650 0.8078 -0.052
H 2.7316 -1.9330 0.7638 0.090
H 1.3827 -1.6401 1.3854 0.013
O 2.8507 1.4467 1.4964 -0.044
H 2.1387 1.8385 2.0022 0.042
H 2.5803 0.5379 1.3655 -0.027
O -0.0030 0.0239 -2.7272 -0.045
H 0.8428 0.0645 -2.2809 0.000
H 0.2166 0.0329 -3.6589 0.081
O -2.5708 -0.8104 -2.8094 -0.052
H -2.8570 -1.6907 -3.0531 0.026
H -1.6151 -0.8500 -2.8461 -0.028
O -2.4817 1.3949 1.2756 -0.065
H -1.6889 0.9563 0.9668 -0.042
H -2.4173 2.2828 0.9240 0.022
O -0.2874 0.2215 0.2208 -0.008
H 0.4950 -0.1945 0.5827 0.009
H -0.1259 0.2576 -0.7219 0.016
O -2.0795 -2.5947 1.1070 -0.025
H -1.7672 -1.8821 0.5495 0.034
H -2.3504 -3.2780 0.4938 0.057

Entry 2:
5
Properties=species:S:1:pos:R:3:lowdin_charge:R:1 method="wB97M-V/def2-TZVPD" energy_ha=-835.5109 lumo_ev="-2.5829 / -1.0744" gap_ha="0.2407 / 0.3019" de_lowest_kcal_mol=85.9 e_homo_ev="-9.1 / -9.3"
C 0.5106 0.5710 -0.2514 -1.243
S 2.1220 0.5907 -0.4706 0.609
S -0.2191 -0.9669 -0.3619 0.536
H -0.2281 1.3703 -0.0425 0.018
H -2.1854 -1.5650 1.1264 0.080

Entry 3:
20
Properties=species:S:1:pos:R:3:lowdin_charge:R:1 method="wB97M-V/def2-TZVPD" energy_ha=-344.6634 lumo_ev=-3.1455 gap_ha=0.3719 de_lowest_kcal_mol=64.9 total_charge=+1 e_homo_ev=-13.3
C 1.0913 0.9631 -0.6998 -0.156
C -0.4409 1.2309 -0.4014 -0.121
C -1.1831 -0.0486 -0.6977 -0.339
C -1.9323 -0.6359 0.2967 0.062
N -0.5518 -0.9768 -1.6864 0.024
N 1.4716 -0.3173 -0.0427 0.096
H 1.6444 1.8540 -0.3853 0.138
H 1.3585 0.7531 -1.6723 0.088
H -0.8295 1.9786 -1.0688 0.111
H -0.4753 1.6333 0.6793 0.140
H -2.1219 -1.6887 0.4395 0.068
H -1.9733 -0.0931 1.2587 0.060
H -1.0038 -1.9263 -1.6417 0.121
H -0.8376 -0.7657 -2.6506 0.111
H 0.7872 -1.0827 -0.5138 0.159
H 1.3160 -0.2062 1.0182 0.107
H 2.3392 -0.6221 -0.5630 0.184
H -0.3595 -0.2182 2.6484 0.107
H 1.1249 0.0652 3.2466 0.099
O 0.5761 0.1033 2.4362 -0.060

Entry 4:
57
Properties=species:S:1:pos:R:3:lowdin_charge:R:1 method="wB97M-V/def2-TZVPD" energy_ha=-1963.4240 lumo_ev=-0.0283 gap_ha=0.3102 e_homo_ev=-8.5 smiles="COC(=O)C1=C(CSc2nc3c(cc2C#N)CN(C)CC3)OC(N)=C(C#N)[C@H]1c1ccccc1F"
C 5.3687 -2.4216 1.1825 -0.033
O 3.9724 -2.1849 1.1075 -0.042
C 3.5941 -1.1795 0.3017 -0.428
O 4.3918 -0.5166 -0.3209 0.101
C 2.1291 -1.0309 0.2817 -0.017
C 1.5177 -0.0220 -0.3685 -0.235
C 2.1889 1.1205 -1.0503 -0.322
S 2.3719 2.4848 0.1661 1.036
C 0.6944 3.0103 0.2279 -0.526
N -0.0519 2.7682 -0.8293 0.107
C -1.3535 2.9998 -0.7988 -0.230
C -1.9933 3.4950 0.3401 -0.128
C -1.2026 3.8462 1.4245 0.054
C 0.1716 3.6204 1.3841 -0.219
C 0.9906 3.9406 2.4859 -0.221
N 1.6366 4.2025 3.3962 0.181
C -3.4869 3.6210 0.3781 -0.159
N -4.0976 2.7653 -0.6208 -0.227
C -5.5419 2.8321 -0.5635 -0.092
C -3.5770 3.0975 -1.9362 -0.192
C -2.1217 2.6488 -2.0346 -0.094
O 0.1657 0.1264 -0.4068 0.076
C -0.6215 -0.6984 0.3316 -0.282
N -1.9368 -0.3622 0.2512 0.211
C -0.1263 -1.7369 1.0455 -0.132
C -0.9724 -2.5236 1.8312 -0.208
N -1.6663 -3.1621 2.4904 0.159
C 1.3374 -2.1208 0.9752 -0.145
C 1.4906 -3.4380 0.2414 -0.122
C 1.9571 -4.5736 0.8893 -0.021
C 2.0848 -5.7774 0.2200 -0.078
C 1.7444 -5.8704 -1.1187 -0.080
C 1.2710 -4.7557 -1.7870 -0.003
C 1.1497 -3.5634 -1.0996 -0.199
F 0.6755 -2.4876 -1.7743 0.086
H 5.5014 -3.2194 1.9085 0.095
H 5.7541 -2.7236 0.2065 0.101
H 5.8910 -1.5172 1.5012 0.099
H 3.1963 0.8669 -1.3667 0.077
H 1.5699 1.5008 -1.8601 0.088
H -1.6467 4.2720 2.3134 0.136
H -3.8535 3.3228 1.3654 0.131
H -3.7647 4.6846 0.2295 0.138
H -5.9311 3.8390 -0.7781 0.091
H -5.9584 2.1343 -1.2877 0.086
H -5.8720 2.5371 0.4316 0.086
H -4.1714 2.5775 -2.6898 0.122
H -3.6511 4.1820 -2.1336 0.131
H -1.6346 3.1016 -2.9001 0.127
H -2.0698 1.5652 -2.1727 0.120
H -2.5750 -0.8200 0.8785 0.109
H -2.1797 0.5547 -0.0854 0.082
H 1.7297 -2.2583 1.9904 0.155
H 2.2237 -4.5047 1.9329 0.122
H 2.4503 -6.6461 0.7458 0.103
H 1.8440 -6.8078 -1.6437 0.104
H 0.9932 -4.7950 -2.8286 0.118